# 1
A molecular structure, C28H20Cl5FN6O11W. Source: the Open Molecules 2025 dataset; level of theory: ωB97M-V with the def2-TZVPD basis set.

Geometry as XYZ:
```
72
Properties=species:S:1:pos:R:3:forces:R:3:lowdin_charge:R:1
O 1.479935 4.959733 1.239943 -0.3 0.0 0.1 -0.055
F -1.478435 -2.145545 2.761110 0.0 0.0 0.0 0.099
C -1.642065 6.008896 -1.672582 0.3 0.2 0.8 -0.242
C 0.054688 -0.690342 1.802403 0.0 0.0 0.0 0.110
C 4.225753 -2.440812 -0.143925 0.0 0.0 0.0 -0.152
C -0.102909 0.106158 -2.039071 -0.1 0.1 -0.2 -0.586
H 0.335007 -6.219444 2.487730 0.0 0.0 0.0 0.142
C -2.369336 -0.571434 -1.443842 -0.1 0.0 0.0 -0.691
C 2.071225 -1.571776 0.792134 0.0 0.0 0.0 -0.103
O -4.605882 8.390742 -0.178373 0.0 0.0 0.0 0.121
C -1.735836 1.702986 -1.360407 0.3 0.0 0.1 -0.273
H 0.508201 -7.361306 0.401546 0.0 0.0 0.0 0.143
N 3.291949 -1.335550 0.172260 0.0 0.0 0.0 0.010
N 0.129671 5.037550 1.232663 -0.1 0.1 0.1 -0.290
Cl -0.669176 -2.507672 -2.268205 0.0 0.0 0.1 0.700
O -3.851363 8.178700 1.834581 0.0 0.0 0.0 0.111
H -1.364708 -6.756406 -0.745459 0.0 0.0 0.0 0.191
O 3.971787 2.276775 -1.644173 0.1 0.1 0.1 0.190
C -0.672449 6.041622 0.559841 0.0 -0.3 -1.2 -0.103
H 5.227785 -2.018104 -0.116369 0.0 0.0 0.0 0.136
N -2.010361 3.813386 -2.562453 0.0 0.3 0.7 -0.117
O 0.511914 2.376389 -1.601296 0.0 0.0 0.0 -0.222
Cl 1.423583 -0.237739 -2.739792 0.0 0.0 0.1 0.839
C 1.599060 -2.874331 1.014160 0.0 0.0 0.0 0.064
C 1.271509 -0.472006 1.130011 0.0 0.0 0.0 -0.052
C -0.401610 1.422953 -1.691529 -0.6 -0.1 0.4 -0.398
C -2.737960 0.764395 -1.217470 0.1 -0.2 -0.2 -0.647
H 1.667574 -5.350393 1.781871 0.0 0.0 0.0 0.133
H -0.537288 0.148827 2.141627 0.0 0.0 0.0 0.154
C 3.607977 -0.111889 -0.236711 0.0 0.0 0.0 0.042
H 1.021792 -5.908771 -0.476815 0.0 0.0 0.0 0.132
H -3.532180 7.032906 -1.823943 0.0 0.0 0.0 0.156
H 4.057385 -2.328699 -2.295714 0.0 0.0 0.0 0.084
H -1.903426 6.885925 2.118129 0.0 0.0 0.0 0.151
C 0.380077 -6.283752 0.318393 0.0 0.0 0.0 -0.055
H -1.978601 -4.676090 2.836476 0.0 0.0 0.0 0.145
O 0.812240 1.811723 0.959820 -0.2 -0.1 0.0 -0.144
H -2.990208 -5.915263 0.730342 0.0 0.0 0.0 0.146
C -1.960151 -5.912446 1.078836 0.0 0.0 0.0 -0.067
Cl -4.346312 1.168849 -0.852410 0.0 0.1 0.0 0.829
O 2.548598 3.356917 -0.299409 0.3 -0.1 -0.3 -0.139
Cl -1.924768 3.439445 -0.977286 -1.1 -0.1 -0.7 1.073
C -0.535158 5.827742 -0.837941 -0.6 -0.2 -0.2 -0.235
C -0.359462 -1.955937 2.047117 0.0 0.0 0.0 -0.179
H -1.795437 -6.801456 1.684143 0.0 0.0 0.0 0.142
C -1.736574 6.738301 1.060328 0.1 0.1 0.3 0.106
N -0.185789 -4.361875 1.710314 0.0 0.0 0.1 -0.070
C 2.803900 0.993076 -0.042122 0.0 0.0 0.0 -0.049
H -1.090485 -5.140550 -0.629243 0.0 0.0 0.0 0.155
C 1.631666 0.841462 0.699707 0.0 0.0 -0.1 -0.238
Cl -3.535499 -1.816270 -1.232201 0.0 0.0 0.0 0.710
O -0.382340 3.807052 1.620887 -0.3 0.2 0.1 -0.132
H 4.623909 -3.880816 -1.684308 0.0 0.0 0.0 0.093
W 0.683045 3.597999 -0.024323 2.7 0.1 1.1 1.941
C -2.664044 7.204832 0.127687 0.1 0.0 0.1 -0.092
H 4.537195 -0.000696 -0.782771 0.0 0.0 0.0 0.170
C -1.081388 -0.876713 -1.878356 0.0 0.0 -0.1 -0.664
O 0.497348 5.034172 -1.230887 -0.8 0.1 -0.5 -0.144
C 0.611073 -5.568227 1.655599 0.0 0.0 0.0 -0.112
H -2.160528 -3.792467 1.321877 0.0 0.0 0.0 0.122
C -2.683072 6.809043 -1.192129 0.1 -0.1 -0.2 0.125
C -1.625960 -4.607132 1.805384 0.0 0.0 0.0 -0.104
N -1.048310 -6.022479 -0.110542 0.0 0.0 0.0 0.076
O -3.029643 3.728252 -0.046987 0.5 -0.2 -0.2 -0.402
H 2.910468 -3.442892 -1.556074 0.0 0.0 0.0 0.064
C 3.176642 2.248095 -0.760365 -0.1 -0.2 0.2 -0.490
H 2.174372 -3.712322 0.654006 0.0 0.0 0.0 0.098
C 0.357243 -3.096580 1.590319 0.0 0.0 -0.1 -0.124
N -3.808254 7.997663 0.638769 0.0 0.0 0.0 -0.343
H 4.171859 -3.161244 0.669321 0.0 0.0 0.0 0.124
C 3.931054 -3.061130 -1.498537 0.0 0.0 0.0 -0.049
O -1.770488 5.236008 -2.785323 0.0 0.2 -0.4 -0.063
```
Positions in Å, forces in eV/Å.

Its net charge is +2. The total energy is -127950.8580 eV. The value obtained for the HOMO-LUMO gap is 0.2589 hartree.


# 2
A molecular structure, C28H20ClIKN5O2. Source: the Open Molecules 2025 dataset; level of theory: ωB97M-V with the def2-TZVPD basis set.

Geometry as XYZ:
```
58
Properties=species:S:1:pos:R:3:forces:R:3:nbo_charge:R:1
C -0.269270 1.122859 3.674973 0.0 0.0 0.0 -0.297
H -3.510009 -3.183821 -3.369563 0.0 0.0 0.0 0.204
C 3.001206 -1.290428 4.390868 0.0 0.0 0.0 -0.236
C -2.025459 1.773676 -4.711870 0.1 0.0 0.0 -0.243
H 1.736925 1.256925 -4.533714 0.0 0.0 0.0 0.219
C -2.054605 2.183475 -2.243740 0.0 0.0 0.0 0.553
H 3.842950 1.878384 0.295488 0.0 0.0 0.0 0.242
K 1.064610 0.561647 -1.274991 0.3 0.2 0.3 0.907
H -2.613113 3.028725 0.103583 0.1 0.0 0.0 0.195
C -1.613438 0.798416 3.560610 0.0 0.0 0.0 -0.182
C 0.011528 1.249201 -5.839795 0.1 0.0 0.0 -0.288
O 0.561735 -1.780897 -2.135573 -0.2 -0.3 -0.1 -0.706
H -3.203592 1.393181 -0.005775 0.0 0.1 0.0 0.177
C -1.549496 -2.528299 -2.860008 0.0 0.0 0.0 -0.294
C -0.261599 -2.051170 0.689953 0.0 0.0 -0.1 0.168
C -1.362558 1.447560 -5.879505 0.0 0.0 0.0 -0.194
N -1.478634 1.748520 -1.149093 0.1 0.0 -0.1 -0.658
C -3.230016 -3.082746 -1.235395 0.0 0.0 0.0 -0.159
C 2.090326 -2.292156 4.217384 0.0 0.0 0.0 -0.203
N 0.023867 1.689906 -3.492704 -0.1 0.0 -0.2 -0.440
C -1.555184 1.633310 1.302944 0.0 0.1 0.0 0.248
H 1.892776 -2.991894 5.021820 0.0 0.0 0.0 0.196
H -1.227060 -2.400615 -3.886284 0.0 0.0 0.0 0.211
C -2.272898 1.982646 0.020918 -0.1 -0.2 0.1 -0.265
C 4.202933 0.661727 3.428099 0.0 0.0 0.0 -0.166
H 0.708129 -3.268683 2.877542 0.0 0.0 0.0 0.209
H -1.906096 1.343522 -6.812751 0.0 0.0 0.0 0.190
Cl -4.861823 -3.642698 -0.895804 0.0 0.0 0.0 -0.086
I 4.332381 1.964158 -2.601528 0.0 0.0 0.0 -0.962
H 5.124206 2.294862 2.391879 0.0 0.0 0.0 0.212
C 1.599080 -1.574879 1.945495 0.0 0.1 -0.2 0.263
H 4.742306 0.799242 4.359705 0.0 0.0 0.0 0.196
C -2.375824 -2.768576 -0.218543 0.0 0.0 0.0 -0.110
C -2.261184 1.067799 2.369117 0.0 -0.1 -0.1 -0.268
C 0.661668 1.385513 -4.622468 -0.1 0.1 0.0 0.039
N 2.793869 0.298306 1.049109 0.1 0.0 0.0 -0.406
H 0.300301 0.925680 4.574512 0.0 0.0 0.0 0.209
H -0.810380 -2.162970 1.639071 0.0 0.0 0.0 0.134
N -0.257462 1.930055 1.413933 0.0 0.1 0.0 -0.428
C -1.058053 -2.336806 -0.471239 0.0 0.0 0.0 -0.294
C -2.811991 -2.954028 -2.572846 0.0 0.0 0.0 -0.205
H -3.307642 0.825175 2.230538 0.0 0.0 0.0 0.209
H 0.576864 0.991885 -6.726738 0.0 0.0 0.0 0.199
N 0.970142 -1.678696 0.713375 -0.1 -0.1 0.2 -0.494
C 3.676950 1.254130 1.170071 0.0 0.0 0.0 0.055
H -2.706772 -2.852808 0.811539 0.0 0.0 0.0 0.193
H 1.398222 1.969437 2.624752 0.0 0.0 0.0 0.188
C 2.582401 -0.535637 2.098215 -0.1 0.0 0.0 0.126
C 3.267702 -0.395496 3.323541 0.0 0.0 0.1 -0.098
C 0.348180 1.695735 2.574606 0.0 -0.1 0.0 0.047
C 4.411964 1.480825 2.359154 0.0 0.0 0.0 -0.262
O -3.163550 2.769013 -2.370209 0.0 0.0 0.0 -0.784
C -0.580947 -2.187486 -1.836742 0.0 0.0 0.1 0.450
H -3.089470 1.957303 -4.663660 0.0 0.0 0.0 0.235
C -1.294207 1.876938 -3.528597 -0.1 0.0 0.1 0.171
C 1.398486 -2.443305 2.998174 0.0 0.0 0.0 -0.309
H -2.147536 0.335220 4.382630 0.0 0.0 0.0 0.197
H 3.538161 -1.170862 5.325546 0.0 0.0 0.0 0.193
```
Positions in Å, forces in eV/Å.

Its net charge is -2. The total energy is -77859.3381 eV. The value obtained for the HOMO-LUMO gap is 0.2294 hartree.


# 3
A molecular structure, C28H21Br2F5N2O2PTeZn. Source: the Open Molecules 2025 dataset; level of theory: ωB97M-V with the def2-TZVPD basis set.

Geometry as XYZ:
```
63
Properties=species:S:1:pos:R:3:forces:R:3:nbo_charge:R:1
H -0.285370 4.897428 3.228205 0.0 0.0 0.0 0.198
C 3.838090 2.173361 1.641248 0.0 0.0 0.0 -0.206
H 0.493121 -1.728892 5.818495 0.0 0.0 0.0 0.206
C -3.808823 -4.164302 -1.769558 0.0 0.0 0.0 -0.168
H 0.050007 0.034077 -4.099096 0.0 0.0 0.0 0.251
O -2.440034 -1.919261 -0.638823 -0.1 0.0 0.0 -0.608
H 3.500925 -0.119227 -0.809219 0.0 0.0 0.0 0.251
C -1.514291 -2.794642 -4.452731 0.0 0.0 0.0 -0.273
C 2.251205 -0.427940 3.233695 0.0 0.0 0.0 -0.130
Te -3.760333 0.753566 -2.399172 0.0 0.2 -0.1 2.584
Zn -0.694185 -0.401536 -0.796570 0.3 -0.2 0.0 1.685
H 0.804994 2.690844 3.156495 0.0 0.0 0.0 0.219
C -2.844247 -3.383608 -2.518616 -0.1 -0.1 0.0 -0.169
H 3.268596 -0.350249 2.870159 0.0 0.0 0.0 0.207
C -2.796577 -3.967782 0.513489 0.1 0.0 0.0 -0.390
H -0.922911 0.407594 2.397988 0.0 0.0 0.0 0.224
H 0.276080 2.556694 -1.083671 0.0 0.0 0.0 0.239
H 5.960191 0.303008 -0.982217 0.0 0.0 0.0 0.206
H -1.283680 -2.916489 -5.501825 0.0 0.0 0.0 0.220
C -0.354525 -0.661329 4.161491 0.0 0.0 0.0 -0.204
H 3.243692 2.707326 2.372844 0.0 0.0 0.0 0.217
H -0.838191 4.766235 -1.016379 0.0 0.0 0.0 0.217
C 0.301151 -1.019204 -4.233414 0.0 0.0 0.0 -0.651
H -3.078627 -4.258461 -4.458027 0.0 0.0 0.0 0.230
H 2.813951 -1.518724 4.991549 0.0 0.0 0.0 0.204
H 1.223390 -1.207954 -3.681603 0.0 0.0 0.0 0.238
C -0.803163 -1.872216 -3.697622 0.1 0.0 0.0 0.266
H -4.453091 -5.158379 -0.064941 0.0 0.0 0.0 0.227
N -1.121669 -1.705769 -2.412147 -0.1 0.1 0.0 -0.612
C -2.115792 -2.393545 -1.872138 0.0 0.0 0.1 0.513
H 7.029631 1.933368 0.538628 0.0 0.0 0.0 0.205
H 0.464349 -1.209985 -5.292218 0.0 0.0 0.0 0.213
C 0.174444 3.090926 -0.147697 0.0 0.0 0.0 -0.177
F -4.811270 1.165135 -0.834889 -0.1 0.0 0.1 -0.692
C 0.693611 -1.203765 4.892851 0.0 0.0 0.0 -0.203
C -0.146868 4.396569 2.277810 0.0 0.0 0.0 -0.170
C 1.207672 0.125612 2.499113 0.0 0.0 0.0 -0.433
H -1.374793 -0.771990 4.505116 0.0 0.0 0.0 0.215
C 3.231818 1.251352 0.791763 0.0 0.0 0.0 -0.306
C -3.736483 -4.438547 -0.444584 0.0 0.0 0.0 -0.158
C -2.073355 -2.785045 0.502239 0.0 -0.1 -0.1 0.686
C 5.200329 2.416763 1.551740 0.0 0.0 0.0 -0.227
H 5.665420 3.136115 2.214547 0.0 0.0 0.0 0.207
C -0.097858 -0.000134 2.972463 0.0 0.0 0.0 -0.157
C -2.521107 -3.544322 -3.867147 0.0 0.0 0.0 -0.110
C 0.643707 2.496272 1.020101 0.0 0.0 0.0 -0.398
F -2.002717 1.008577 -1.159892 -0.1 -0.1 -0.1 -0.793
F -5.314307 1.115330 -3.424510 -0.2 0.0 0.0 -0.672
F -2.798509 0.882239 -4.110149 0.2 -0.1 0.1 -0.717
P 1.449984 0.862282 0.848417 0.1 0.0 -0.1 1.764
N 1.059947 0.012491 -0.380429 0.0 0.1 0.2 -1.695
F -3.458757 2.586385 -2.410078 -0.1 0.2 0.0 -0.631
C -0.609503 4.982353 1.107171 0.0 0.0 0.0 -0.225
O -1.252365 -2.276114 1.233296 0.0 0.0 0.0 -0.637
Br -5.190123 -5.014306 -2.779651 0.0 0.0 0.0 0.006
H -1.110228 5.941911 1.143621 0.0 0.0 0.0 0.206
C 4.001358 0.582886 -0.152974 0.0 0.0 0.0 -0.212
C 5.965892 1.741562 0.609252 0.0 0.0 0.0 -0.216
C 5.365675 0.826640 -0.243691 0.0 0.0 0.0 -0.210
C 0.472656 3.156458 2.235620 0.0 0.0 0.0 -0.226
Br -2.581232 -5.027666 2.083083 0.0 0.0 0.0 0.013
C 1.995221 -1.087612 4.428678 0.0 0.0 0.0 -0.242
C -0.452124 4.327637 -0.105488 0.0 0.0 0.0 -0.194
```
Positions in Å, forces in eV/Å.

Its net charge is -1. The total energy is -255130.5020 eV. The value obtained for the HOMO-LUMO gap is 0.2603 hartree.